{
  "formula": "C7H14N2",
  "method": "ωB97M-V/def2-TZVPD",
  "e_tot_ev": -10465.4608,
  "smiles": "Cc1c[nH]cn1.CCC",
  "orbital_gap_ha": 0.3456,
  "e_above_lowest_ev": 0.906,
  "max_force_ha_per_bohr": 0.060,
  "symbols": ["H", "H", "C", "H", "H", "C", "C", "H", "H", "H", "H", "C", "C", "H", "C", "N", "H", "H", "H", "C", "N", "H", "H"],
  "xyz": [[1.56, 2.53, 2.66], [-0.11, -4.03, 1.34], [0.91, 2.31, -0.47], [-2.41, 2.38, 0.40], [-0.04, -4.22, -2.83], [-0.30, 2.28, 0.15], [1.09, 2.32, 1.72], [1.26, -4.06, -0.71], [2.79, 2.61, 0.47], [-1.53, -4.73, 0.53], [0.15, -5.33, -0.92], [0.18, -4.25, -0.75], [-1.67, 2.38, -0.41], [1.04, 2.31, -1.54], [-0.73, -3.99, 0.44], [-0.20, 2.26, 1.53], [-1.81, 3.33, -0.95], [-2.08, 1.61, -1.07], [-0.39, -2.65, -2.14], [-0.55, -3.72, -2.01], [1.80, 2.46, 0.58], [-1.34, -3.08, 0.38], [-1.63, -3.80, -2.01]]
}